The following is a DFT calculation (ωB97M-V with the def2-TZVPD basis set) of a cluster of 2 separate species, C6H12O in total.

Geometry as XYZ:
```
19
Properties=species:S:1:pos:R:3:forces:R:3
C -2.998 -0.016 0.291 0.2 -2.8 1.7
C -1.763 -0.591 0.111 -0.9 -1.3 -1.0
C -0.672 -0.043 -0.822 -1.9 0.4 -2.4
C 0.583 0.624 -0.328 -0.2 -2.0 1.3
C 0.538 1.883 0.059 2.5 -0.2 1.7
C 1.564 2.400 1.140 -1.8 0.7 1.2
H -3.838 -0.736 0.758 1.9 2.0 -1.1
H -3.258 1.056 0.194 0.4 -0.8 -0.3
H -1.581 -1.723 0.148 -1.0 1.6 0.9
H -0.545 -0.834 -1.628 0.4 0.5 1.2
H -1.381 0.615 -1.390 1.4 0.6 0.1
H 1.373 -0.078 0.074 -0.7 0.9 -0.6
H -0.283 2.402 -0.337 -0.9 1.4 0.1
H 2.574 2.179 0.919 1.1 0.0 -0.9
H 1.493 3.508 1.455 -0.1 -1.7 -0.8
H 1.468 1.796 2.103 -0.5 0.8 -1.1
O 2.148 -4.297 -1.307 -0.6 -0.3 0.7
H 1.752 -4.433 -0.437 -0.6 -0.5 -0.3
H 2.826 -3.713 -1.003 1.1 0.8 -0.4
```
Forces are in eV/Å.

Results
E: -8460.895 eV
Total charge: 0
E_LUMO: 0.649 eV
HOMO-LUMO gap: 9.974 eV
Highest occupied orbital energy: -9.33 eV

The following is a DFT calculation (ωB97M-V with the def2-TZVPD basis set) of a cluster of 2 separate species, C6H12O in total.

Geometry as XYZ:
```
19
Properties=species:S:1:pos:R:3:forces:R:3
C -1.195 -1.100 -0.634 -0.6 0.1 0.1
C -1.487 -0.266 0.358 -0.4 -0.3 -0.3
C -1.517 1.235 0.178 -0.1 0.0 0.0
C -0.065 1.755 0.206 0.1 0.0 0.0
C 0.666 0.892 1.208 0.5 0.2 0.1
O 1.715 0.330 1.024 -0.2 0.7 0.4
H -1.149 -2.173 -0.486 0.0 0.1 0.0
H -0.986 -0.732 -1.637 -0.1 -0.1 0.1
H -1.651 -0.663 1.358 -0.1 0.0 -0.2
H -2.014 1.476 -0.767 0.2 0.1 0.1
H -2.101 1.699 0.981 0.1 -0.1 -0.1
H 0.007 2.801 0.534 -0.1 -0.1 -0.1
H 0.422 1.667 -0.772 -0.1 0.0 0.2
H 0.142 0.787 2.182 0.1 0.0 0.0
C 1.840 -1.578 -0.793 0.0 -0.2 -0.1
H 2.491 -1.778 0.061 -0.1 0.0 -0.2
H 2.246 -0.731 -1.355 0.0 -0.2 0.0
H 1.738 -2.461 -1.426 0.2 0.0 -0.1
H 0.844 -1.313 -0.437 0.6 -0.1 0.0
```
Forces are in eV/Å.

Results
E: -8462.465 eV
Total charge: 0
E_LUMO: 0.991 eV
HOMO-LUMO gap: 10.648 eV
Highest occupied orbital energy: -9.66 eV

The following is a DFT calculation (ωB97M-V with the def2-TZVPD basis set) of an isolated molecule of C6H12O.

Geometry as XYZ:
```
19
Properties=species:S:1:pos:R:3:forces:R:3
C 3.035 0.371 0.751 0.0 0.0 0.1
C 1.981 0.717 -0.277 0.3 0.1 -0.1
O 0.652 0.636 0.297 -0.1 -0.5 0.1
C 0.227 -0.586 0.494 -0.2 0.5 0.1
C -1.200 -0.509 0.972 0.1 -0.1 0.0
C -2.064 -0.949 -0.230 -0.1 -0.1 -0.1
C -2.255 0.171 -1.252 0.0 0.1 0.0
H 2.859 -0.645 1.117 0.1 0.1 0.0
H 3.003 1.063 1.598 0.0 -0.1 -0.1
H 4.031 0.417 0.298 -0.1 0.0 0.1
H 2.014 0.032 -1.128 0.0 0.1 0.1
H 2.069 1.746 -0.634 0.0 -0.1 0.0
H -1.573 -1.809 -0.705 -0.1 0.1 0.1
H -1.505 0.489 1.321 0.1 -0.1 -0.1
H -1.325 -1.232 1.786 0.1 0.1 -0.1
H -3.038 -1.300 0.128 0.1 0.1 0.0
H -2.737 -0.199 -2.163 0.1 0.1 0.2
H -2.878 0.972 -0.839 0.1 -0.1 -0.1
H -1.294 0.617 -1.535 -0.2 -0.1 0.0
```
Forces are in eV/Å.

Results
E: -8461.522 eV
Total charge: 0
E_LUMO: 1.051 eV
HOMO-LUMO gap: 9.328 eV
Highest occupied orbital energy: -8.28 eV

The following is a DFT calculation (ωB97M-V with the def2-TZVPD basis set) of an isolated molecule of C6H12O.

Geometry as XYZ:
```
19
Properties=species:S:1:pos:R:3:forces:R:3
C -2.347 0.532 0.064 0.1 0.1 0.0
C -1.150 -0.304 0.520 0.1 0.1 -0.2
C -0.431 -0.916 -0.661 -0.2 -0.2 -0.2
O 0.787 -1.383 -0.100 0.1 -0.2 -0.5
C 1.382 -0.175 0.385 0.0 -0.1 -0.1
C 2.315 0.282 -0.813 -0.1 0.1 0.2
C 0.090 0.446 1.126 -0.1 0.0 0.0
H -3.020 -0.061 -0.575 0.2 0.1 0.2
H -2.000 1.377 -0.539 -0.1 0.0 0.1
H -2.956 0.918 0.888 0.2 0.0 0.0
H -1.512 -1.094 1.200 0.3 0.2 -0.2
H -0.943 -1.697 -1.220 0.0 -0.4 0.3
H -0.261 -0.101 -1.390 0.2 -0.2 0.1
H 2.105 -0.421 1.180 -0.4 -0.1 -0.2
H 3.083 -0.505 -0.832 -0.1 0.2 0.2
H 2.865 1.229 -0.728 -0.4 -0.1 0.3
H 1.901 0.230 -1.834 -0.4 0.2 0.6
H -0.122 1.519 1.164 0.6 0.0 -0.4
H 0.218 0.125 2.164 0.0 0.2 -0.1
```
Forces are in eV/Å.

Results
E: -8463.023 eV
Total charge: 0
E_LUMO: 1.093 eV
HOMO-LUMO gap: 10.777 eV
Highest occupied orbital energy: -9.68 eV